A:
Here is 2 unconnected molecules or ions with the total composition C7H16O from the OMol25 dataset. Energies are from wB97M-V/def2-TZVPD.

Charge   0
Highest occupied orbital energy   -9.2 eV
Spin multiplicity   1
Structure (SMILES)   C/C=C/CCCC.O
Gap between HOMO and LUMO   9.9 eV

Element x y z (Å)
C (-0.1305, 3.9777, 1.1012)
C (-0.4591, 2.5985, 1.5605)
C (0.3312, 1.6123, 1.0751)
C (0.2578, 0.1405, 1.4350)
C (0.2052, -0.7067, 0.2330)
C (1.6399, -0.8797, -0.3643)
C (2.2046, -2.2751, -0.0467)
H (0.8487, 4.3603, 1.2759)
H (-0.7982, 4.7418, 1.4520)
H (-0.3128, 4.1091, 0.1196)
H (-1.3622, 2.5205, 2.1343)
H (1.2637, 1.8090, 0.4704)
H (-0.6925, -0.0749, 1.9980)
H (1.1038, -0.1282, 2.0890)
H (-0.1199, -1.7853, 0.3594)
H (-0.4781, -0.4276, -0.5938)
H (2.2985, -0.0596, 0.1323)
H (1.8569, -0.6154, -1.4276)
H (1.8285, -3.0862, -0.6754)
H (3.2467, -2.2279, -0.0032)
H (1.6925, -2.6288, 0.8148)
O (-3.4396, -3.3622, -3.9256)
H (-3.7837, -2.5817, -3.6187)
H (-3.3703, -3.8325, -3.0850)

Löwdin charges, unit e, in atom order: number 1, C, carries -0.126; number 2, C, carries -0.129; number 3, C, carries -0.115; number 4, C, carries -0.250; number 5, C, carries -0.259; number 6, C, carries -0.260; number 7, C, carries -0.117; number 8, H, carries 0.071; number 9, H, carries 0.065; number 10, H, carries 0.032; number 11, H, carries 0.095; number 12, H, carries 0.125; number 13, H, carries 0.125; number 14, H, carries 0.123; number 15, H, carries 0.113; number 16, H, carries 0.116; number 17, H, carries 0.110; number 18, H, carries 0.106; number 19, H, carries 0.077; number 20, H, carries 0.048; number 21, H, carries 0.050; number 22, O, carries -0.022; number 23, H, carries -0.022; number 24, H, carries 0.044


B:
Here is 2 unconnected molecules or ions with the total composition C7H16O from the OMol25 dataset. Energies are from wB97M-V/def2-TZVPD.

Charge   0
Highest occupied orbital energy   -8.7 eV
Spin multiplicity   1
Structure (SMILES)   C/C=C/CCCC.O
Gap between HOMO and LUMO   9.6 eV

Element x y z (Å)
C (0.6127, -2.4653, 1.5631)
C (0.4483, -1.0091, 1.4287)
C (-0.7719, -0.3936, 1.3920)
C (-0.9973, 0.8694, 0.7983)
C (-0.2091, 1.2645, -0.4668)
C (-1.1006, 0.8453, -1.7075)
C (-1.8098, 2.0874, -2.2588)
H (0.4287, -2.7043, 2.4727)
H (1.5723, -2.7219, 1.1837)
H (-0.1625, -3.0485, 0.9036)
H (1.2966, -0.3013, 1.4108)
H (-1.6796, -0.9536, 1.7073)
H (-0.7724, 1.6252, 1.5429)
H (-2.1032, 0.9960, 0.6344)
H (0.1933, 2.2179, -0.4986)
H (0.7310, 0.7085, -0.5702)
H (-1.9146, 0.1038, -1.5077)
H (-0.6668, 0.2421, -2.4559)
H (-1.2187, 2.9441, -2.4925)
H (-2.3284, 1.6590, -3.1443)
H (-2.4415, 2.5835, -1.5414)
O (3.2897, -1.1154, -0.2733)
H (2.5418, -0.6000, -0.6070)
H (3.1731, -1.0193, 0.6548)

Löwdin charges, unit e, in atom order: number 1, C, carries -0.091; number 2, C, carries -0.164; number 3, C, carries -0.147; number 4, C, carries -0.254; number 5, C, carries -0.161; number 6, C, carries -0.240; number 7, C, carries -0.121; number 8, H, carries 0.001; number 9, H, carries 0.055; number 10, H, carries 0.129; number 11, H, carries 0.103; number 12, H, carries 0.124; number 13, H, carries 0.111; number 14, H, carries 0.128; number 15, H, carries 0.080; number 16, H, carries 0.078; number 17, H, carries 0.114; number 18, H, carries 0.076; number 19, H, carries 0.054; number 20, H, carries 0.083; number 21, H, carries 0.063; number 22, O, carries -0.043; number 23, H, carries 0.020; number 24, H, carries -0.002


Of them, the most stable is A and the least stable is B.


A:
Here is 2 unconnected molecules or ions with the total composition CH3FO2S from the OMol25 dataset. Energies are from wB97M-V/def2-TZVPD.

Charge   0
Highest occupied orbital energy (spin up / spin down)   -9.3 / -9.9 eV
Spin multiplicity   1
Gap between HOMO and LUMO (spin up / spin down)   7.0 / 9.6 eV

Element x y z (Å)
C (0.9407, 1.6767, -0.7719)
O (-2.2782, -0.7241, -0.6113)
O (-2.8999, 1.6564, -0.1031)
F (1.8511, 1.1628, 0.0187)
S (-1.9600, 0.5406, 0.0262)
H (1.0856, 1.4182, -1.9429)
H (0.6480, 2.6133, -0.5153)
H (-1.7569, -0.0552, 1.4863)

Löwdin charges, unit e, in atom order: number 1, C, carries -0.063; number 2, O, carries -0.449; number 3, O, carries -0.433; number 4, F, carries -0.024; number 5, S, carries 0.730; number 6, H, carries 0.122; number 7, H, carries 0.014; number 8, H, carries 0.102


B:
Here is CH3FO2S in the gas phase from the OMol25 dataset. Energies are from wB97M-V/def2-TZVPD.

Charge   0
Highest occupied orbital energy   -9.9 eV
Spin multiplicity   1
Gap between HOMO and LUMO   10.4 eV

Element x y z (Å)
C (0.3697, 0.4944, -0.5212)
O (1.3569, 0.0824, 0.4190)
O (-1.1800, -1.5604, 0.1089)
F (-2.3760, 0.6203, 1.1341)
S (-0.9034, -0.3087, 0.8103)
H (0.5255, 1.4738, -0.7514)
H (0.2785, -0.1523, -1.4778)
H (1.9289, -0.6495, 0.2781)

Löwdin charges, unit e, in atom order: number 1, C, carries -0.243; number 2, O, carries -0.178; number 3, O, carries -0.474; number 4, F, carries -0.429; number 5, S, carries 1.066; number 6, H, carries 0.048; number 7, H, carries 0.124; number 8, H, carries 0.084


C:
Here is CH3FO2S in the gas phase from the OMol25 dataset. Energies are from wB97M-V/def2-TZVPD.

Charge   0
Highest occupied orbital energy   -10.2 eV
Spin multiplicity   1
Gap between HOMO and LUMO   10.1 eV

Element x y z (Å)
C (0.1254, 0.6782, 0.4928)
O (-0.9843, -0.4205, 0.8655)
O (0.0943, 0.4284, -2.1871)
F (0.0656, -1.7612, -0.5562)
S (0.8104, -0.2914, -1.0976)
H (-0.1113, 1.4804, -0.2550)
H (0.6735, 1.1139, 1.6039)
H (-0.6737, -1.2279, 1.1338)

Löwdin charges, unit e, in atom order: number 1, C, carries -0.194; number 2, O, carries -0.166; number 3, O, carries -0.472; number 4, F, carries -0.396; number 5, S, carries 1.011; number 6, H, carries 0.045; number 7, H, carries 0.175; number 8, H, carries -0.004


Of them, the most stable is B and the least stable is A.


A:
Here is 2 unconnected molecules or ions with the total composition C2H6N2O2 from the OMol25 dataset. Energies are from wB97M-V/def2-TZVPD.

Charge   0
Highest occupied orbital energy   -10.2 eV
Spin multiplicity   1
Structure (SMILES)   NC=O.NC=O
Gap between HOMO and LUMO   11.1 eV

Element x y z (Å)
N (0.8675, -1.7580, 0.2152)
C (1.4459, -0.5333, 0.3889)
O (1.5236, 0.0363, 1.4645)
H (0.2328, -2.0606, 0.9433)
H (0.6481, -2.0880, -0.7165)
H (1.9344, -0.1476, -0.5553)
N (-1.3390, 1.4763, 0.2570)
C (-0.9703, 0.8441, -0.8853)
O (-1.6192, -0.0373, -1.4258)
H (-2.1476, 1.1247, 0.7536)
H (-0.6688, 2.0312, 0.7750)
H (0.0925, 1.1122, -1.2147)

Löwdin charges, unit e, in atom order: number 1, N, carries 0.121; number 2, C, carries -0.453; number 3, O, carries -0.009; number 4, H, carries 0.109; number 5, H, carries 0.099; number 6, H, carries 0.133; number 7, N, carries 0.122; number 8, C, carries -0.445; number 9, O, carries -0.014; number 10, H, carries 0.110; number 11, H, carries 0.100; number 12, H, carries 0.129


B:
Here is 2 unconnected molecules or ions with the total composition C2H6N2O2 from the OMol25 dataset. Energies are from wB97M-V/def2-TZVPD.

Charge   0
Highest occupied orbital energy   -8.6 eV
Spin multiplicity   1
Structure (SMILES)   CNN=O.C=O
Gap between HOMO and LUMO   9.1 eV

Element x y z (Å)
C (-1.8472, 1.0327, -0.0041)
N (-0.8341, -0.0262, 0.2748)
N (-0.8566, -1.2554, -0.0244)
O (-1.8221, -1.8050, -0.5137)
H (-1.6330, 1.4466, -0.8940)
H (-1.8932, 1.7607, 0.8276)
H (-2.7576, 0.6482, 0.0682)
H (-0.0190, 0.2172, 0.7225)
C (2.9172, -0.5196, -0.1219)
O (2.2053, 0.2691, 0.4521)
H (3.7167, -0.1990, -0.7440)
H (2.8237, -1.5692, -0.0432)

Löwdin charges, unit e, in atom order: number 1, C, carries 0.004; number 2, N, carries -0.036; number 3, N, carries -0.167; number 4, O, carries -0.065; number 5, H, carries 0.047; number 6, H, carries 0.104; number 7, H, carries 0.025; number 8, H, carries 0.063; number 9, C, carries -0.098; number 10, O, carries -0.014; number 11, H, carries 0.067; number 12, H, carries 0.069


Of them, the most stable is A and the least stable is B.